{
  "formula": "C4H9N2P3",
  "method": "wB97M-V/def2-TZVPD",
  "charge": 0,
  "smiles": "C/C(=N\\C#[PH2])N(P)C#[PH2]",
  "de_lowest_kj_mol": 383.8,
  "species": ["C", "C", "N", "C", "P", "N", "P", "C", "P", "H", "H", "H", "H", "H", "H", "H", "H", "H"],
  "coordinates": [[-0.224, 1.708, 0.914], [-0.295, 0.450, 0.103], [-0.787, 0.482, -1.070], [-1.506, 0.567, -2.042], [-1.040, 0.925, -3.729], [0.245, -0.750, 0.625], [1.777, -0.481, 1.561], [-0.308, -1.879, 0.264], [0.471, -3.418, 0.748], [0.810, 2.042, 1.030], [-0.786, 2.489, 0.410], [-0.651, 1.547, 1.905], [-1.026, 2.303, -3.511], [-2.354, 0.948, -4.203], [1.777, -1.791, 2.057], [1.128, -0.008, 2.710], [1.565, -3.304, -0.107], [-0.267, -4.180, -0.149]]
}

{
  "formula": "C3H7N2S",
  "method": "wB97M-V/def2-TZVPD",
  "charge": 1,
  "de_lowest_kj_mol": 267.1,
  "species": ["C", "C", "C", "N", "N", "S", "H", "H", "H", "H", "H", "H", "H"],
  "coordinates": [[-1.093, 1.125, 0.694], [0.424, -1.213, 0.059], [0.931, 0.168, -0.065], [0.218, 1.163, 0.509], [-1.646, 0.195, 0.034], [-0.270, -0.642, -1.541], [-1.399, 1.909, 1.309], [-0.544, -1.399, 0.678], [1.060, -2.021, -0.140], [1.913, 0.251, -0.369], [0.782, 1.885, 0.916], [-2.611, 0.062, 0.217], [0.735, -1.112, -2.266]]
}

{
  "formula": "C16H26O5",
  "method": "wB97M-V/def2-TZVPD",
  "charge": 0,
  "de_lowest_kj_mol": 1775.6,
  "species": ["C", "H", "O", "C", "O", "C", "H", "H", "H", "C", "H", "H", "C", "C", "H", "H", "C", "O", "H", "H", "C", "C", "H", "H", "H", "H", "O", "C", "C", "C", "C", "C", "C", "C", "H", "H", "H", "H", "H", "H", "H", "O", "H", "H", "H", "H", "H"],
  "coordinates": [[-1.119, 0.207, -4.345], [-2.048, -0.436, -3.952], [-0.765, 1.190, -3.502], [-0.490, 0.980, -2.288], [0.173, 1.947, -1.948], [1.459, 2.368, -2.614], [1.207, 2.777, -3.635], [2.185, 1.287, -2.622], [2.105, 3.038, -2.131], [-1.724, 0.880, -1.384], [-2.158, 0.228, -1.826], [-2.020, 1.837, -1.454], [-1.451, 0.337, -0.077], [-2.463, 0.134, 0.897], [-3.196, -0.634, 0.184], [-3.080, 1.198, 1.029], [-2.411, -0.523, 2.188], [-1.483, 0.346, 2.992], [-0.816, 0.699, 2.504], [-3.157, -0.553, 2.761], [-1.640, -2.059, 2.006], [-2.512, -2.764, 1.378], [-2.538, -2.681, 0.371], [-2.225, -3.794, 1.541], [-3.428, -3.084, 1.733], [-1.523, -2.385, 3.200], [-0.601, -2.089, 1.357], [0.880, -1.798, 2.228], [1.669, -0.840, 1.269], [2.057, -1.467, 0.134], [3.105, -0.876, -0.701], [3.473, 0.319, -0.416], [3.075, 0.967, 0.919], [2.047, 0.268, 1.610], [1.773, 0.727, 2.563], [3.586, 1.942, 1.293], [4.195, 0.786, -1.000], [3.312, -1.018, -1.533], [1.779, -2.459, -0.211], [1.355, -2.547, 2.489], [0.345, -1.049, 3.156], [-0.480, 1.724, 0.707], [0.016, 1.947, -0.024], [-0.783, -0.408, -0.150], [0.243, 0.069, -2.384], [-0.361, -0.633, -4.313], [-1.392, 0.519, -5.384]]
}

{
  "formula": "C4H8N2O2",
  "method": "wB97M-V/def2-TZVPD",
  "charge": 0,
  "smiles": "CNC(=O)CNC=O",
  "de_lowest_kj_mol": 95.6,
  "species": ["C", "N", "C", "O", "C", "N", "C", "O", "H", "H", "H", "H", "H", "H", "H", "H"],
  "coordinates": [[-1.469, 0.568, 0.899], [-1.575, -0.489, -0.116], [-0.712, -0.775, -1.125], [-1.016, -1.599, -1.971], [0.651, -0.082, -1.175], [1.581, -0.367, -0.109], [1.838, 0.436, 0.953], [2.567, 0.148, 1.869], [-1.314, 1.542, 0.439], [-2.374, 0.525, 1.495], [-0.655, 0.375, 1.605], [-2.415, -1.034, -0.031], [0.393, 0.967, -1.278], [1.102, -0.393, -2.111], [2.082, -1.231, -0.230], [1.318, 1.409, 0.887]]
}

Computed orbital gap, in the same sequence as the records: 7.7867; 9.9853; 8.6922; 10.3749 eV.